1.
ORCA calculation (the ωB97M-V functional and the def2-TZVPD basis) on a molecular structure, CH3BrClN.

Properties
Orbital gap (alpha / beta) in eV: 8.057 / 6.980
2S+1: 1
HOMO level (alpha / beta) in eV: -8.64 / -8.01

XYZ file:
```
7
CH3BrClN (the ωB97M-V functional and the def2-TZVPD basis)
C -0.97451 0.95926 -0.04183
N 1.34671 -1.38694 0.70033
Cl 2.05258 -2.69973 -0.27778
Br 1.19419 0.12683 -0.03195
H -1.01918 1.97301 0.34780
H -0.87170 0.69617 -1.11279
H -1.72809 0.33140 0.41622
```


2.
ORCA calculation (the ωB97M-V functional and the def2-TZVPD basis) on a molecular structure, C21H35F3N4O6PS3V.

Properties
Orbital gap (alpha / beta) in eV: 7.625 / 8.635
<S²>: 0.8122
2S+1: 2
Charge: +1
HOMO level (alpha / beta) in eV: -12.14 / -12.19

XYZ file:
```
74
C21H35F3N4O6PS3V (the ωB97M-V functional and the def2-TZVPD basis)
V -4.90284 4.29109 14.66032
O -7.81234 5.82935 13.98095
C -6.94991 6.43082 14.62408
N -5.55951 6.15581 14.37669
S -4.62960 7.01791 15.53255
O -3.91543 5.95698 16.26195
O -3.88861 8.07643 14.92192
C -6.01144 7.79824 16.35376
C -6.01275 8.59544 17.51684
C -7.20971 9.26084 17.82243
C -8.35418 9.10707 16.97869
C -8.30616 8.34624 15.80426
C -7.11778 7.56265 15.57660
H -5.14134 8.77246 18.05443
H -7.23326 9.90036 18.69011
H -9.30013 9.54274 17.29974
H -9.04411 8.31685 15.03768
N -6.41773 1.10163 12.08009
C -6.23559 1.79792 13.21747
N -6.03076 1.12794 14.36954
S -6.38695 3.49910 13.11775
H -6.26085 0.13247 11.90367
H -6.58992 1.60573 11.18181
H -5.94586 0.13679 14.29551
H -6.35652 1.55981 15.24537
F -5.71633 2.76782 19.51224
C -6.44424 3.73301 18.83693
F -7.53469 4.05449 19.52838
F -5.61942 4.84315 18.73660
S -7.09653 3.45200 17.02466
O -7.67642 2.12925 16.94745
O -5.77489 3.56864 16.25613
O -7.96148 4.54725 16.80988
C -0.31913 5.83234 13.21273
C -0.28043 4.68175 14.19552
C 1.17824 4.07731 14.29742
C -0.63975 5.16799 15.61733
P -1.69279 3.39363 13.81035
N -3.23402 3.81131 14.22432
C -1.31071 1.74777 14.60889
C -0.83215 1.80473 16.10139
C -2.57492 0.83303 14.71773
C -0.18145 0.90863 13.94880
C -1.80822 3.20251 11.86674
C -2.66650 2.00643 11.45193
C -0.40728 3.04988 11.25382
C -2.46234 4.47690 11.27706
H 0.51206 6.55980 13.38790
H -1.27782 6.34100 13.34864
H -0.32468 5.44422 12.17832
H 1.98593 4.81002 14.10603
H 1.35201 3.27541 13.58261
H 1.32742 3.66426 15.30950
H -1.30667 4.51045 16.16704
H -1.23927 6.16551 15.63300
H 0.34247 5.30810 16.10303
H -1.43024 2.54585 16.68913
H 0.24293 1.93998 16.27996
H -1.04989 0.75880 16.48889
H -3.20616 1.28528 15.49740
H -2.26059 -0.18206 15.09565
H -3.19804 0.82196 13.80409
H 0.80533 1.45060 14.02121
H -0.31830 0.60806 12.90289
H -0.00042 0.01000 14.59798
H -2.13611 1.01000 11.50301
H -2.94197 2.10395 10.39791
H -3.56215 1.99156 12.09246
H 0.15157 2.27801 11.84388
H 0.22290 3.98853 11.32365
H -0.48199 2.73420 10.23327
H -3.47980 4.19317 10.87622
H -1.83255 4.86219 10.45015
H -2.67721 5.27432 12.05254
```


3.
ORCA calculation (the ωB97M-V functional and the def2-TZVPD basis) on 2 unconnected molecules or ions with the total composition C5H16N3.

Properties
Orbital gap (alpha / beta) in eV: 4.973 / 9.856
<S²>: 0.7530
2S+1: 2
HOMO level (alpha / beta) in eV: -3.98 / -8.93

XYZ file:
```
24
C5H16N3 (the ωB97M-V functional and the def2-TZVPD basis)
C 2.29393 -2.08987 -0.88594
C 3.00734 -0.77975 -0.67548
H 2.60623 -2.69334 -1.74338
H 2.36024 -2.70288 0.01139
H 1.22274 -1.95592 -1.09984
H 2.85725 0.11928 -1.25996
H 4.09929 -0.96119 -0.77894
H 3.02121 -0.56494 0.39754
C -1.20513 -0.67894 1.07766
C -1.00298 -0.86252 2.59944
C -0.88079 1.14543 -0.50076
N -1.17073 0.75571 0.79850
N -1.48413 0.61049 -1.65576
N -0.19517 2.33535 -0.76170
H -0.43517 -1.18457 0.49761
H -2.21301 -1.04520 0.84189
H -0.16987 -1.55623 2.75352
H -1.91925 -1.08042 3.12593
H -0.88732 1.41776 1.48271
H -2.21624 -0.02212 -1.43256
H -0.90188 0.40802 -2.44804
H 0.43500 2.76518 -0.12664
H -0.32647 2.80295 -1.64140
H -0.52621 0.02364 3.03875
```


4.
ORCA calculation (the ωB97M-V functional and the def2-TZVPD basis) on 2 unconnected molecules or ions with the total composition C2H9N2O.

Properties
Orbital gap (alpha / beta) in eV: 8.935 / 5.289
<S²>: 0.7725
2S+1: 2
Charge: +2
HOMO level (alpha / beta) in eV: -18.08 / -18.07

XYZ file:
```
14
C2H9N2O (the ωB97M-V functional and the def2-TZVPD basis)
C -0.23343 1.23776 -1.19577
C -0.69456 0.14049 -0.48507
N -0.02963 -1.13870 -0.49430
N -0.80403 2.42356 -1.24108
H 0.58046 1.11598 -1.91684
H -1.67577 0.13204 -0.03822
H -0.58209 -1.88167 -0.01426
H 0.20284 -1.54721 -1.42037
H 0.80335 -0.93263 0.09555
H -1.69366 2.54637 -0.76342
H -0.44889 3.18312 -1.82001
H 1.41264 -2.54102 3.07776
H 1.83380 -1.12270 3.43782
O 1.32899 -1.61539 2.77820
```


5.
ORCA calculation (the ωB97M-V functional and the def2-TZVPD basis) on a single C6H7NO3 molecule.

Properties
Orbital gap in eV: 10.559
2S+1: 1
HOMO level in eV: -9.92

XYZ file:
```
17
C6H7NO3 (the ωB97M-V functional and the def2-TZVPD basis)
C 0.71642 1.60548 -0.95451
C 0.06896 0.92269 0.19825
O -1.32526 0.61427 0.16474
C -0.42448 -0.46755 0.38936
C -0.46583 -1.62273 -0.51706
N 0.46984 -2.33975 -0.93568
C 0.01476 -0.43820 1.84117
O 1.39979 -0.12195 1.85438
C 0.48079 0.94574 1.66873
H 0.43918 1.12895 -1.90274
H 0.41516 2.66170 -0.98298
H 1.80678 1.55526 -0.83838
H -0.42322 -0.93362 2.70567
H 0.49195 1.77705 2.37221
O -1.49287 -1.64779 -1.68338
H 0.00343 -2.61863 -1.97825
H -2.17539 -1.02092 -1.40153
```


6.
ORCA calculation (the ωB97M-V functional and the def2-TZVPD basis) on a single C4H7N3O molecule.

Properties
Orbital gap in eV: 8.426
2S+1: 1
HOMO level in eV: -7.82

XYZ file:
```
15
C4H7N3O (the ωB97M-V functional and the def2-TZVPD basis)
C 0.25515 -0.58111 1.93679
C -0.52576 -1.16741 1.00309
C 0.87576 0.58403 1.34900
C -0.91161 -0.74414 -1.52247
N -0.49245 -0.43609 -0.15569
N 0.36393 0.61430 0.05546
N 0.44805 1.75045 -0.71638
O 1.65647 1.40483 1.79155
H 0.41672 -1.04999 2.84812
H -1.19298 -1.93812 1.00860
H -1.44486 -1.71990 -1.76499
H -1.40672 0.13351 -2.00035
H 0.11002 -0.82372 -2.09362
H 0.92709 1.53721 -1.58670
H 0.92117 2.43614 -0.15242
```


What did the sixth record say?
ORCA calculation (the ωB97M-V functional and the def2-TZVPD basis) on a single C4H7N3O molecule.

Properties
Orbital gap in eV: 8.426
2S+1: 1
HOMO level in eV: -7.82

XYZ file:
```
15
C4H7N3O (the ωB97M-V functional and the def2-TZVPD basis)
C 0.25515 -0.58111 1.93679
C -0.52576 -1.16741 1.00309
C 0.87576 0.58403 1.34900
C -0.91161 -0.74414 -1.52247
N -0.49245 -0.43609 -0.15569
N 0.36393 0.61430 0.05546
N 0.44805 1.75045 -0.71638
O 1.65647 1.40483 1.79155
H 0.41672 -1.04999 2.84812
H -1.19298 -1.93812 1.00860
H -1.44486 -1.71990 -1.76499
H -1.40672 0.13351 -2.00035
H 0.11002 -0.82372 -2.09362
H 0.92709 1.53721 -1.58670
H 0.92117 2.43614 -0.15242
```


Please write out number 1 again, unchanged.
ORCA calculation (the ωB97M-V functional and the def2-TZVPD basis) on a molecular structure, CH3BrClN.

Properties
Orbital gap (alpha / beta) in eV: 8.057 / 6.980
2S+1: 1
HOMO level (alpha / beta) in eV: -8.64 / -8.01

XYZ file:
```
7
CH3BrClN (the ωB97M-V functional and the def2-TZVPD basis)
C -0.97451 0.95926 -0.04183
N 1.34671 -1.38694 0.70033
Cl 2.05258 -2.69973 -0.27778
Br 1.19419 0.12683 -0.03195
H -1.01918 1.97301 0.34780
H -0.87170 0.69617 -1.11279
H -1.72809 0.33140 0.41622
```


Which formula does entry 2 have?
C21H35F3N4O6PS3V